Density functional theory data (ωB97M-V/def2-TZVPD) for the molecule C20H27N3O2.

The calculation puts the orbital gap at 0.3156 hartree. The SMILES is CCN(CC)CCNCC(=O)Nc1ccc(Oc2ccccc2)cc1. For the highest occupied orbital energy, the calculation gives -7.85 eV. For the LUMO energy, the calculation gives 0.735 eV. Its relative energy (zero: lowest compared OMol25 entry of this formula, charge and spin) is 170.6 kJ/mol.

CARTESIAN COORDINATES (ANGSTROEM)
C 4.420 0.092 -0.677
H 1.571 -1.706 -0.446
H -5.114 -1.543 0.672
C -0.404 1.263 -2.142
C 2.572 1.295 -1.644
H 9.102 -2.027 1.726
H -6.857 1.698 -0.857
C 3.912 1.214 -1.323
H -4.565 2.438 -0.218
H -4.717 0.833 -1.873
H -0.194 -0.544 -1.338
N -4.554 0.406 0.146
H -5.603 -0.630 -1.402
C 7.536 -1.066 0.644
C -5.098 1.721 0.416
C 6.141 -1.074 3.034
H -7.168 1.177 0.800
H -3.459 -1.816 -1.012
H -5.734 -0.294 1.752
H 3.961 -1.851 0.108
O 5.772 0.047 -0.444
C -1.875 0.856 -2.255
H 8.066 -1.046 -0.296
C 6.253 -0.527 0.700
C 2.228 -0.883 -0.687
H -3.936 -1.517 2.876
C -3.674 -0.809 2.093
C -6.606 1.877 0.186
H -2.027 0.498 -3.279
C 1.713 0.248 -1.319
C -3.459 -0.895 -1.601
H -6.914 2.886 0.447
H -2.820 -1.197 1.544
N 0.349 0.274 -1.604
H -3.387 0.132 2.557
C 5.559 -0.525 1.906
H -4.862 1.963 1.455
C -4.686 -0.045 -1.224
N -2.200 -0.222 -1.336
H 2.180 2.167 -2.139
H 7.858 -2.050 3.860
H 5.596 -1.068 3.966
C 7.411 -1.621 2.975
C 8.108 -1.608 1.778
H -3.503 -1.165 -2.659
H -2.480 1.765 -2.130
H 4.585 2.020 -1.571
H -2.267 0.158 -0.392
C -4.863 -0.595 1.156
C 3.569 -0.966 -0.371
H 4.574 -0.084 1.958
O -0.005 2.343 -2.520

Results of the natural (NBO) charge analysis, in e, for atoms 1 through 2: 0.260 0.207

***

Density functional theory data (ωB97M-V/def2-TZVPD) for a structure of composition C20H27N4O3SbSn.

The calculation puts the orbital gap at 0.2910 hartree. For the highest occupied orbital energy, the calculation gives -14.25 eV. Its total charge is +2. For the LUMO energy, the calculation gives -6.331 eV.

CARTESIAN COORDINATES (ANGSTROEM)
H 0.626 -1.449 5.240
C -1.397 -0.048 -2.933
H -0.424 0.140 -7.471
C -0.961 -0.019 -5.400
H -1.350 -2.428 3.241
H 1.228 2.468 -2.061
C -2.187 0.857 3.880
N -1.659 -0.051 -0.674
H -1.808 1.435 4.713
H 2.702 0.552 -4.572
C 1.660 0.417 -4.840
C 2.658 2.578 -0.571
C -0.548 -2.786 2.600
C -1.408 0.656 2.751
C -1.091 -0.273 0.466
H 3.669 2.621 1.319
H -0.118 -3.700 3.015
H 1.978 0.609 -6.953
H -0.426 1.119 2.684
O 1.735 0.633 2.286
H -3.160 0.698 -3.876
O 2.872 0.013 0.479
H 2.360 -1.157 4.922
C 1.260 0.425 -6.167
H 2.754 3.643 -0.778
C -3.994 -0.355 2.849
H -0.916 -2.965 1.595
C -1.921 -0.059 1.669
C 1.341 -0.888 4.643
C -3.224 -0.549 1.714
N -0.841 -0.095 -1.768
Sn 1.458 -0.364 -1.499
Sb 1.079 -1.392 2.589
H 3.499 2.061 -1.033
H 2.828 -3.371 2.530
C -3.477 0.346 3.931
C -0.493 0.048 -4.096
H 0.612 2.312 -0.572
H -3.367 0.180 -2.188
H 1.942 2.952 1.459
C 2.444 0.891 1.243
C -0.073 0.177 -6.449
O 0.181 -0.608 0.597
H 1.207 0.182 4.769
C -2.873 -0.039 -3.128
H -4.085 0.508 4.811
H 2.386 -2.945 0.850
H -5.002 -0.746 2.882
H -3.210 -1.022 -3.468
C 2.676 -2.555 1.822
N 0.811 0.238 -3.832
H -3.609 -1.099 0.866
N 1.399 2.035 -1.157
H 3.573 -1.952 1.735
H -2.002 -0.228 -5.598
C 2.684 2.350 0.934

Results of the natural (NBO) charge analysis, in e, for atoms 1 through 2: 0.257 0.348

***

Density functional theory data (ωB97M-V/def2-TZVPD) for a cluster of 2 separate species, C20H27N4O4P in total.

The calculation puts the orbital gap at 0.2876 hartree. The SMILES is CCNc1cnc2c(C[C@@H](C)O)cc(P(O)O)c(COC)c2n1.c1ccncc1. For the highest occupied orbital energy, the calculation gives -8.52 eV. For the LUMO energy, the calculation gives -0.699 eV.

CARTESIAN COORDINATES (ANGSTROEM)
H -4.696 -2.107 1.019
N 1.049 -3.025 -1.496
H -1.109 -3.529 -0.444
C 5.416 -2.794 -1.719
C -1.065 0.009 -0.570
H 6.612 -0.932 -2.101
C -0.630 -1.346 -0.798
H 4.930 -1.540 -3.343
P -0.884 2.871 -0.591
H -1.801 -1.938 1.699
H 2.673 -4.191 -2.177
H -3.415 -4.084 0.671
H -2.345 -2.589 -1.356
H -2.076 0.236 -0.164
O 0.284 4.075 -0.500
H 6.951 -1.813 -0.507
H -0.747 2.625 1.569
C -3.379 2.207 3.505
C 6.767 -1.936 -1.613
H -3.850 -1.255 -0.427
C 0.748 -1.678 -1.328
N -2.970 1.367 4.463
C 1.168 0.871 -1.437
C -4.554 2.403 5.944
C -4.362 3.168 3.689
O -2.776 -3.700 1.302
C 3.242 -2.032 -2.308
O 1.612 2.924 -2.819
N 2.924 -0.725 -2.137
C -4.959 3.263 4.935
H -2.885 2.091 2.546
H 1.739 1.265 -4.184
H -5.733 4.000 5.119
C -3.560 1.480 5.659
C -1.617 -2.534 -0.489
H 0.054 2.038 -3.931
C 2.299 -3.145 -2.002
N 4.542 -2.338 -2.842
H -3.703 -0.596 1.233
H -4.998 2.448 6.930
H -4.652 3.822 2.877
H 7.598 -2.502 -2.114
H 4.854 -2.589 -0.764
H 1.346 2.888 -4.870
C 1.631 -0.550 -1.649
O -1.528 2.797 0.998
C -0.150 1.177 -0.897
H 1.002 3.866 0.126
C -3.790 -1.567 0.653
H 5.653 -3.892 -1.767
H 3.151 1.702 -2.171
H -3.207 0.788 6.416
C -2.427 -2.355 0.859
C 1.168 2.210 -3.983
C 2.140 2.034 -1.821
H 2.318 2.655 -0.894

Results of the natural (NBO) charge analysis, in e, for atoms 1 through 2: 0.232 -0.348

***

Density functional theory data (ωB97M-V/def2-TZVPD) for a cluster of 2 separate species, C20H27N4O7 in total.

The calculation puts the orbital gap at 0.0829 hartree. For the highest occupied orbital energy, the calculation gives -3.21 eV. Its total charge is -1. For the LUMO energy, the calculation gives -0.958 eV. Its relative energy (zero: lowest compared OMol25 entry of this formula, charge and spin) is 0.0 kJ/mol.

CARTESIAN COORDINATES (ANGSTROEM)
H -3.180 3.720 2.647
H 0.516 -1.194 2.175
H -0.891 0.464 4.314
H -2.368 -1.091 3.199
C 0.114 1.794 1.380
H 1.482 1.379 -0.671
O -2.837 1.434 3.503
C -2.042 1.943 2.679
N 4.937 -0.702 -5.161
H -4.017 0.075 2.098
H -1.259 -1.848 0.451
C 3.279 0.615 0.234
H -3.595 0.741 -0.637
C -0.210 -1.089 2.994
H -5.351 0.677 -0.481
C -1.916 -1.234 1.088
H -5.143 2.840 0.079
H 0.130 -1.707 3.836
O 2.023 -4.376 -5.064
H -3.201 3.923 0.124
C 3.989 -1.564 -5.514
C -0.776 1.308 2.422
N 2.649 -3.364 -5.335
H -3.733 -2.389 1.173
H -2.342 2.390 0.033
C -4.418 0.814 0.089
H -4.828 2.227 1.708
H -5.332 -0.741 1.259
O 4.904 -2.420 -0.748
O -0.046 2.715 0.586
H 3.001 -0.441 0.114
H 2.331 2.549 0.367
C 2.065 1.493 0.249
H 3.928 0.895 -0.604
C -3.074 2.954 0.629
C 5.271 -0.666 -3.875
O 1.252 1.066 1.351
H -3.425 -1.603 -0.383
C -4.441 2.238 0.678
H 0.776 0.723 3.724
H 3.859 0.709 1.162
H 6.101 -0.015 -3.589
C 4.646 -1.492 -2.860
O 2.705 -2.888 -6.688
O 6.170 -0.698 -1.305
C -3.381 -1.465 0.702
C -4.322 -0.328 1.119
C -2.458 3.224 1.988
H 3.280 -3.180 -2.526
N 3.551 -1.778 -6.795
H -1.565 3.836 1.858
C 3.388 -2.471 -4.566
H -1.677 -2.650 2.690
C -1.609 -1.558 2.551
C -0.227 0.375 3.447
C 3.677 -2.436 -3.207
H -1.632 -0.189 0.879
N 5.272 -1.543 -1.568

Results of the natural (NBO) charge analysis, in e, for atoms 1 through 2: 0.196 0.190

***

Density functional theory data (ωB97M-V/def2-TZVPD) for the molecule C20H27N5O4.

The calculation puts the orbital gap at 0.3199 hartree. The SMILES is Cc1c/c(=N\[C@H]2CC[C@@]3(CC2)CN(C(=O)c2conc2C)CCO3)[nH]c(CO)n1. For the highest occupied orbital energy, the calculation gives -8.14 eV. For the LUMO energy, the calculation gives 0.569 eV. Its relative energy (zero: lowest compared OMol25 entry of this formula, charge and spin) is 114.5 kJ/mol.

CARTESIAN COORDINATES (ANGSTROEM)
H 1.125 -0.510 -1.185
C -2.796 5.400 -2.277
C -3.104 2.001 -0.547
H 3.137 -3.193 2.499
C 3.829 -2.468 0.046
N 4.857 -5.989 -0.030
C 5.076 -4.299 1.379
C -0.403 1.551 0.892
H -1.716 5.349 -2.405
H 0.892 -2.619 1.830
C 2.921 -2.137 2.367
C 4.230 -4.962 -0.522
H -1.148 -1.092 0.794
H -6.824 2.961 0.536
H -1.263 -1.228 -0.956
O 5.411 -5.570 1.176
N -4.705 4.203 -1.404
H -0.761 1.165 -1.190
H 3.470 0.345 1.514
H -1.473 3.204 -1.373
O 3.875 -2.078 -1.112
H -3.052 6.287 -1.696
C -3.333 4.183 -1.595
C 0.747 -0.890 -0.231
C -0.761 -0.692 -0.148
H 3.342 -0.050 -0.218
O -7.361 4.202 -1.042
H 2.456 -4.862 -1.693
H 1.004 -1.951 -0.216
H -0.786 1.195 1.852
C 2.990 -0.307 0.777
N 3.381 -1.681 1.064
O 1.061 -0.583 2.187
C 4.317 -3.835 0.360
C 1.107 1.341 0.832
H 1.509 1.761 -0.096
N -2.565 0.932 -0.109
C 3.522 -5.051 -1.828
H 3.653 -6.045 -2.249
H -8.298 4.108 -0.846
C -5.214 3.176 -0.822
H 5.464 -3.843 2.275
H 3.442 -1.570 3.145
H -7.055 2.148 -1.021
C 1.420 -1.915 2.485
H 1.096 -2.098 3.509
H -3.271 5.510 -3.253
C -2.538 3.162 -1.203
N -4.493 2.112 -0.400
H 1.597 1.853 1.663
H 3.906 -4.295 -2.509
C -1.125 0.787 -0.220
H -0.636 2.617 0.829
C -6.694 3.071 -0.549
H -4.938 1.325 0.050
C 1.477 -0.135 0.884

Results of the natural (NBO) charge analysis, in e, for atoms 1 through 2: 0.219 -0.643

***

Density functional theory data (ωB97M-V/def2-TZVPD) for the molecule C20H27NO5.

The calculation puts the orbital gap at 0.3413 hartree. The SMILES is COc1cccc(C(=O)COC(=O)CCCC(=O)NC2CCCCC2)c1. For the highest occupied orbital energy, the calculation gives -8.73 eV. For the LUMO energy, the calculation gives 0.554 eV. Its relative energy (zero: lowest compared OMol25 entry of this formula, charge and spin) is 70.5 kJ/mol.

CARTESIAN COORDINATES (ANGSTROEM)
H -5.311 0.165 -2.504
C 3.554 1.186 -1.605
H 0.323 1.230 0.141
H -0.408 1.754 3.063
C -4.851 0.563 0.193
O 3.977 1.930 0.964
H -2.113 -1.157 -1.044
C 2.879 2.063 0.495
O -1.725 -0.389 2.470
C 0.664 -2.196 0.147
H 3.651 1.764 -2.527
C -1.285 -3.271 0.987
H -3.815 -1.535 -1.313
C -3.186 0.307 -2.219
H -5.608 -0.206 0.030
H 3.110 -1.779 2.439
C -3.113 -0.727 -1.098
H 1.933 2.715 2.282
C 3.199 -1.057 0.436
C -0.657 1.719 2.002
C -4.924 1.586 -0.939
H -1.072 2.684 1.703
H -4.239 2.414 -0.743
H -1.460 -2.530 1.773
C -4.574 0.938 -2.275
H -4.614 1.684 -3.072
H -2.434 1.085 -2.063
H 0.872 -2.731 2.223
H 1.259 3.417 0.794
H -2.237 -3.590 0.566
H 0.771 -1.522 -1.881
H -5.062 1.045 1.150
C 1.649 2.506 1.251
H -0.764 -4.140 1.398
H 1.026 0.468 1.566
H -3.503 -0.911 1.018
O 2.575 1.810 -0.785
C 2.596 -1.710 1.493
C 0.595 1.396 1.186
O -0.568 -2.704 -0.092
C 1.331 -2.261 1.368
C 3.110 -0.243 -1.938
H -5.932 2.004 -0.982
H -2.960 -0.176 -3.171
O 3.194 -0.683 -3.056
C 2.532 -0.978 -0.787
C -3.481 -0.120 0.260
H 4.516 1.166 -1.077
N -2.467 0.812 0.710
H -2.344 1.645 0.158
C 1.285 -1.567 -0.933
C -1.671 0.606 1.775
H 4.182 -0.630 0.556

Results of the natural (NBO) charge analysis, in e, for atoms 1 through 2: 0.195 -0.191

***

Density functional theory data (ωB97M-V/def2-TZVPD) for a structure of composition C20H28CdNO2S.

The calculation puts the orbital gap at 0.2182 hartree. For the highest occupied orbital energy, the calculation gives -3.92 eV. Its total charge is -1. For the LUMO energy, the calculation gives 2.021 eV. Its relative energy (zero: lowest compared OMol25 entry of this formula, charge and spin) is 0.0 kJ/mol.

CARTESIAN COORDINATES (ANGSTROEM)
H -2.034 -9.455 -0.346
H -3.731 -9.205 -0.923
H -2.103 -0.678 -1.923
C 1.770 -1.706 0.816
H -0.149 -8.257 -1.330
H 1.879 0.797 -3.001
S -1.341 1.940 1.712
C 1.108 -0.832 1.761
C -2.767 -8.734 -0.715
H 0.091 -4.514 0.809
H -0.518 -5.604 -0.490
H 3.332 -1.293 -0.726
C 2.661 0.406 0.572
H 3.303 1.219 0.229
H 1.643 -2.788 0.764
C -0.308 3.038 1.016
C -0.795 -8.236 -2.226
H 0.051 -2.825 -0.833
H 0.471 -1.154 2.589
C -2.312 -3.288 1.030
H -1.161 -3.703 -1.829
H -0.809 -9.252 -2.665
C 2.682 -0.927 0.069
C 0.066 -0.420 -2.515
H -3.321 -3.032 1.374
H 1.544 1.321 2.282
C -2.808 -7.409 0.034
H -3.820 -7.134 0.389
H -2.087 -5.386 1.656
H 0.334 -1.419 -2.861
H -2.692 -7.177 -3.854
C -0.706 -4.695 0.077
C -2.061 -4.753 0.773
H -0.398 -7.545 -2.986
C -1.213 -0.050 -1.954
C -1.183 1.390 -1.757
H -2.035 1.992 -1.437
O -2.022 -2.693 -0.255
H -4.157 -7.625 -2.866
N 0.415 3.853 0.545
C -3.114 -7.878 -3.118
H -2.801 -5.098 0.048
C 0.097 1.858 -2.152
O -2.346 -6.602 -1.138
H -3.091 -8.889 -3.556
C -0.878 -3.444 -0.795
C -2.230 -7.856 -1.881
C 1.734 0.467 1.632
H 0.436 2.895 -2.141
Cd -0.645 -0.087 0.329
C 0.859 0.743 -2.607
H -1.585 -2.946 1.795
H -2.079 -7.363 0.868

Results of the natural (NBO) charge analysis, in e, for atoms 1 through 2: 0.206 0.206

***

Density functional theory data (ωB97M-V/def2-TZVPD) for a structure of composition C20H28ErNO2Se.

The calculation puts the orbital gap (spin up / spin down) at 0.1721 / 0.1725 hartree. As for the spin multiplicity: 4. For the highest occupied orbital energy (spin up / spin down), the calculation gives -4.75 / -4.77 eV. For the LUMO energy (spin up / spin down), the calculation gives -0.070 / -0.076 eV.

CARTESIAN COORDINATES (ANGSTROEM)
C 0.708 0.167 -2.157
H -1.053 -4.963 -2.175
C -0.564 -4.313 -1.463
H 1.975 -3.863 -2.829
N -0.776 1.791 0.571
H -6.156 -6.217 -2.637
Er -0.393 -0.466 0.117
H -2.482 -3.151 -1.230
H 2.508 -1.796 0.175
H 0.050 -4.843 -0.713
H -0.825 -2.044 3.023
C -2.983 -5.844 -2.976
H 2.310 0.573 1.403
O -0.603 -2.150 -1.308
H 1.964 -3.541 -1.095
C 1.614 -0.248 1.531
C -4.702 -4.967 -1.640
H -3.787 -7.821 -2.882
C 1.617 -3.168 -2.062
H -2.136 1.984 -2.026
H -2.165 -6.374 -2.450
C -4.144 -6.831 -3.121
H -2.603 -5.503 -3.951
H 1.394 -0.483 -2.717
C 0.104 -3.140 -2.161
C -0.418 -2.886 -3.556
H 2.091 1.375 -0.935
H -0.193 -3.748 -4.202
H 0.045 -1.979 -3.982
C 1.710 -1.505 0.858
H -5.352 -4.158 -2.008
H 0.183 3.130 -0.922
C -0.090 2.052 -0.976
H -1.210 -0.184 -3.319
H -4.643 -4.917 -0.542
H -4.515 -6.873 -4.145
H -1.504 -3.317 0.307
O -3.389 -4.705 -2.166
C 1.070 1.119 -1.208
H 2.104 -2.207 -2.259
C -0.733 2.597 1.493
C -0.024 -1.646 2.391
C -1.159 1.518 -1.903
C 0.528 -0.322 2.452
C -0.690 0.382 -2.531
H 0.489 -3.393 1.074
H -1.498 -2.731 -3.495
H -5.353 -7.053 -1.328
H 0.227 0.470 3.135
Se -0.577 3.601 2.873
C -1.496 -3.304 -0.800
C -5.206 -6.327 -2.133
C 0.679 -2.351 1.370

Results of the natural (NBO) charge analysis, in e, for atoms 1 through 2: -0.452 0.227